<i>
Entry from the OMol25 dataset: a cluster of 2 separate species, C2H10NO in total (wB97M-V/def2-TZVPD).

Computed properties:
Net charge: +1
Highest occupied orbital energy in eV: -15.073
Orbital gap in Eh: 0.41905

Geometry as XYZ:
```
14
C2H10NO (wB97M-V/def2-TZVPD)
C 1.882 -0.679 -1.111
C 1.486 -0.224 0.285
N 0.194 -0.788 0.747
H 2.962 -0.760 -1.275
H 1.483 -1.667 -1.331
H 1.526 0.039 -1.845
H 2.268 -0.203 1.051
H 1.355 0.849 0.243
H -0.679 -0.402 0.375
H 0.105 -0.743 1.768
H 0.170 -1.784 0.528
H -3.097 1.969 0.799
H -3.250 1.983 -0.760
O -2.997 1.445 0.001
```

<ii>
Entry from the OMol25 dataset: a cluster of 2 separate species, C2H10NO in total (wB97M-V/def2-TZVPD).

Computed properties:
Net charge: +1
Highest occupied orbital energy in eV: -16.242
Orbital gap in Eh: 0.46806

Geometry as XYZ:
```
14
C2H10NO (wB97M-V/def2-TZVPD)
C 1.785 0.656 -0.153
C 0.570 0.908 0.725
N -0.454 -0.223 0.689
H 2.279 1.630 -0.109
H 1.467 0.319 -1.138
H 2.471 -0.076 0.274
H 0.026 1.811 0.441
H 0.785 1.040 1.791
H -1.157 0.054 1.375
H -0.708 -0.400 -0.289
H -0.008 -1.027 1.137
H -3.001 -1.202 -1.597
H -2.024 -2.214 -1.659
O -2.031 -1.277 -1.489
```

Q: Which of them is the least stable? A: <i>.

<i>
Entry from the OMol25 dataset: a cluster of 2 separate species, C2H10NO in total (wB97M-V/def2-TZVPD).

Computed properties:
Net charge: +1
Highest occupied orbital energy in eV: -15.675
Orbital gap in Eh: 0.43856

Geometry as XYZ:
```
14
C2H10NO (wB97M-V/def2-TZVPD)
C -0.861 0.290 1.508
C -0.667 1.006 0.183
N -0.630 0.101 -1.014
H -1.790 -0.301 1.564
H -0.904 1.086 2.270
H -0.009 -0.372 1.737
H 0.267 1.600 0.195
H -1.514 1.712 0.083
H -1.424 -0.567 -1.082
H 0.254 -0.445 -0.972
H -0.615 0.680 -1.878
O 2.341 -1.873 -0.883
H 2.610 -1.333 -0.105
H 2.942 -1.583 -1.606
```

<ii>
Entry from the OMol25 dataset: a cluster of 2 separate species, C2H10NO in total (wB97M-V/def2-TZVPD).

Computed properties:
Net charge: +1
Highest occupied orbital energy in eV: -15.884
Orbital gap in Eh: 0.44741

Geometry as XYZ:
```
14
C2H10NO (wB97M-V/def2-TZVPD)
N 0.558 0.179 2.283
H -0.328 0.292 2.743
H 1.334 -0.415 2.573
H 1.017 1.092 2.266
H 0.362 -0.166 1.190
C -0.489 0.425 -0.907
O -0.520 -0.669 0.178
C 0.358 0.055 -2.090
H -0.244 1.302 -0.315
H -1.555 0.446 -1.142
H -1.424 -0.977 0.220
H 0.117 -0.940 -2.463
H 1.405 0.119 -1.774
H 0.127 0.787 -2.868
```

Q: Which of them is the least stable? A: <ii>.

<i>
Entry from the OMol25 dataset: a structure of composition C5H5ClFN (wB97M-V/def2-TZVPD).

Computed properties:
Net charge: 0
Highest occupied orbital energy in eV: -9.543
Orbital gap in Eh: 0.38460

Geometry as XYZ:
```
13
C5H5ClFN (wB97M-V/def2-TZVPD)
C 0.839 -0.474 0.511
C -0.712 -0.365 0.722
C 0.502 0.729 -0.491
C -0.342 0.106 -1.519
C -1.118 -0.618 -0.694
H -1.099 -0.728 1.702
H -0.002 1.519 1.398
H 1.172 1.458 -0.706
H 0.064 0.159 -2.580
H -1.878 -1.410 -0.999
N -0.509 1.175 0.624
F 1.227 -1.683 0.145
Cl 1.855 0.132 1.887
```

<ii>
Entry from the OMol25 dataset: an isolated molecule of C5H5ClFN (wB97M-V/def2-TZVPD).

Computed properties:
Net charge: 0
Highest occupied orbital energy in eV: -9.163
Orbital gap in Eh: 0.35139

Geometry as XYZ:
```
13
C5H5ClFN (wB97M-V/def2-TZVPD)
C -1.194 -0.688 0.309
C 0.038 -1.485 0.403
C -1.173 0.615 0.106
C 1.254 -1.030 0.214
C 0.096 1.396 -0.073
N 1.191 0.794 -0.663
F 0.883 0.400 -1.990
Cl 2.900 -1.438 0.107
H -2.028 -1.395 0.437
H -0.112 -2.428 0.720
H -2.112 1.032 0.085
H -0.115 2.503 -0.517
H 0.373 1.723 0.861
```

Q: Which of them is the least stable? A: <ii>.

<i>
Entry from the OMol25 dataset: an isolated molecule of C18H23N3O4S (wB97M-V/def2-TZVPD).

Computed properties:
Net charge: 0
SMILES string: CC(=O)c1c(C)[nH]c(C(=O)Nc2cc(S(=O)(=O)N(C)C)ccc2C)c1C
Highest occupied orbital energy in eV: -8.667
Orbital gap in Eh: 0.33704

Geometry as XYZ:
```
49
C18H23N3O4S (wB97M-V/def2-TZVPD)
C -5.292 -2.556 0.518
C -3.818 -2.233 0.426
O -2.993 -3.121 0.355
C -3.438 -0.819 0.444
C -4.228 0.309 0.207
N -3.435 1.383 0.333
C -2.145 1.018 0.637
C -2.115 -0.362 0.730
C -0.985 -1.231 1.148
H -0.450 -1.615 0.280
H -0.285 -0.688 1.777
H -1.367 -2.092 1.690
C -1.220 2.122 0.880
O -1.645 3.219 1.217
N 0.130 1.932 0.760
C 0.876 0.962 0.082
C 2.044 0.505 0.695
C 2.829 -0.442 0.080
C 2.489 -0.951 -1.159
C 1.359 -0.464 -1.789
C 0.548 0.504 -1.202
C -0.617 1.037 -1.977
H -0.880 2.041 -1.653
H -0.374 1.061 -3.037
H -1.488 0.395 -1.847
H 1.096 -0.831 -2.770
H 3.104 -1.715 -1.605
S 4.363 -0.939 0.866
O 4.709 -2.258 0.432
O 4.269 -0.664 2.268
N 5.507 0.107 0.234
C 5.357 1.479 0.644
H 4.585 2.004 0.066
H 5.087 1.472 1.697
H 6.307 1.999 0.520
C 5.810 -0.099 -1.159
H 5.062 0.359 -1.820
H 5.838 -1.173 -1.326
H 6.789 0.326 -1.382
H 2.330 0.864 1.672
H 0.670 2.663 1.207
H -3.710 2.352 0.264
C -5.654 0.480 -0.178
H -5.849 1.527 -0.402
H -6.319 0.174 0.628
H -5.897 -0.113 -1.058
H -5.787 -2.306 -0.417
H -5.760 -1.998 1.324
H -5.405 -3.623 0.696
```

<ii>
Entry from the OMol25 dataset: an isolated molecule of C18H23N3O4S (wB97M-V/def2-TZVPD).

Computed properties:
Net charge: 0
SMILES string: CCCNC(=O)C1CCN(S(=O)(=O)c2ccc3[nH]c(=O)ccc3c2)CC1
Highest occupied orbital energy in eV: -8.565
Orbital gap in Eh: 0.29156

Geometry as XYZ:
```
49
C18H23N3O4S (wB97M-V/def2-TZVPD)
C -3.445 -2.128 -0.711
C -3.097 -2.977 0.448
C -1.889 -2.371 1.223
N -0.757 -2.629 0.484
C -0.086 -1.717 -0.097
O -0.481 -0.476 0.341
C 1.058 -2.049 -0.564
C 1.523 -0.751 -1.794
C 2.966 -0.374 -1.625
N 3.423 -0.131 -0.178
S 3.446 1.722 0.267
O 3.961 2.309 -0.979
O 4.211 1.387 1.394
C 1.839 2.162 0.537
C 1.059 2.439 -0.713
C -0.366 2.685 -0.306
C -0.839 2.416 0.900
C -0.118 2.185 2.028
C 1.364 2.090 1.706
H 1.872 1.767 2.713
H -0.579 2.152 2.834
N -2.333 2.881 1.139
C -3.103 3.215 0.021
O -4.346 3.274 0.377
C -2.475 3.429 -1.580
C -1.067 3.101 -1.529
H -0.694 3.009 -2.499
H -3.096 3.683 -2.182
H -2.710 2.630 2.012
H 1.576 2.508 -1.480
C 2.820 -0.813 0.816
C 2.241 -2.247 0.149
H 3.112 -2.718 -0.202
H 1.874 -2.980 1.061
H 3.555 -1.187 1.612
H 2.026 -0.196 1.403
H 3.681 -1.215 -2.053
H 3.260 0.504 -1.856
H 0.915 0.140 -1.396
H 1.223 -0.908 -2.614
H 1.019 -2.909 -1.142
H -0.679 -3.456 0.481
H -2.260 -1.441 1.498
H -2.012 -3.156 2.219
H -3.189 -3.949 0.098
H -3.974 -2.997 1.084
H -3.611 -1.203 -0.481
H -4.219 -2.656 -1.311
H -2.600 -2.053 -1.553
```

Q: Which of them is the least stable? A: <ii>.

<i>
Entry from the OMol25 dataset: a cluster of 7 separate species, H13O7 in total (wB97M-V/def2-TZVPD).

Computed properties:
Net charge: -1
Highest occupied orbital energy in eV: -5.967
Orbital gap in Eh: 0.34569

Geometry as XYZ:
```
20
H13O7 (wB97M-V/def2-TZVPD)
O 5.896 23.589 -13.895
H 5.022 23.633 -14.328
O 4.858 21.088 -13.847
H 4.136 21.105 -13.219
H 5.149 21.998 -13.903
O 7.081 26.264 -13.884
H 6.782 25.451 -13.478
H 7.507 25.985 -14.695
O 3.772 25.348 -13.706
H 3.875 26.076 -13.092
H 4.626 24.916 -13.710
O 5.967 24.406 -16.633
H 5.721 24.055 -15.777
H 6.729 24.958 -16.456
O 6.618 23.936 -11.387
H 6.590 23.655 -12.302
H 6.240 24.816 -11.395
O 8.839 23.292 -15.100
H 8.137 23.400 -14.458
H 8.656 23.950 -15.770
```

<ii>
Entry from the OMol25 dataset: a cluster of 7 separate species, H13O7 in total (wB97M-V/def2-TZVPD).

Computed properties:
Net charge: -1
Highest occupied orbital energy in eV: -6.770
Orbital gap in Eh: 0.38705

Geometry as XYZ:
```
20
H13O7 (wB97M-V/def2-TZVPD)
O -32.767 -42.988 14.237
H -33.467 -42.559 13.933
O -31.057 -41.320 12.859
H -31.447 -41.942 13.547
H -30.816 -42.086 12.260
O -30.851 -44.634 13.197
H -31.608 -44.164 13.536
H -30.135 -43.993 13.265
O -34.343 -41.624 16.118
H -35.134 -41.588 15.582
H -33.585 -42.072 15.529
O -31.174 -42.057 16.196
H -31.273 -42.557 17.016
H -31.913 -42.526 15.603
O -34.082 -43.660 11.923
H -33.233 -43.526 12.519
H -34.527 -44.510 12.220
O -34.149 -44.815 15.396
H -33.717 -45.050 16.074
H -33.678 -44.084 14.898
```

Q: Which of them is the least stable? A: <ii>.

<i>
Entry from the OMol25 dataset: a structure of composition C20H21IrN6O2 (wB97M-V/def2-TZVPD).

Computed properties:
Net charge: +2
Highest occupied orbital energy in eV: -12.398
Orbital gap in Eh: 0.25461

Geometry as XYZ:
```
50
C20H21IrN6O2 (wB97M-V/def2-TZVPD)
Ir 0.914 0.514 -0.014
C 1.162 0.722 -4.345
C 1.384 0.968 -2.986
N 0.875 0.193 -2.042
C 0.090 -0.881 -2.367
C -0.169 -1.191 -3.714
C 0.390 -0.351 -4.702
C -0.974 -2.313 -4.014
C -1.464 -3.059 -2.985
C -1.202 -2.747 -1.633
C -0.432 -1.658 -1.283
N -0.082 -1.188 -0.019
C -0.450 -1.652 1.239
C -1.197 -2.762 1.582
C -1.458 -3.084 2.932
C -0.991 -2.330 3.967
C -0.225 -1.181 3.675
C 0.303 -0.327 4.669
C 1.023 0.783 4.319
C 1.221 1.054 2.961
N 0.751 0.263 2.012
C 0.026 -0.854 2.329
H 1.598 1.378 -5.084
H 2.000 1.793 -2.653
H 0.202 -0.574 -5.745
H -1.180 -2.563 -5.046
H -2.073 -3.929 -3.193
H -1.620 -3.412 -0.902
H -1.594 -3.434 0.847
H -2.044 -3.970 3.133
H -1.191 -2.595 4.996
H 0.130 -0.567 5.710
H 1.429 1.454 5.062
H 1.757 1.938 2.640
N 3.519 1.257 -0.248
N 2.878 0.009 0.102
H 4.471 1.093 -0.567
H 3.556 1.845 0.577
H 3.234 -0.358 0.985
H 3.110 -0.658 -0.632
N -2.896 3.263 -0.122
C -1.531 3.832 0.167
C -0.530 2.685 0.159
O 0.658 2.891 0.419
O -0.993 1.530 -0.141
H -3.545 3.384 0.656
H -2.731 2.248 -0.276
H -3.321 3.662 -0.960
H -1.527 4.323 1.136
H -1.262 4.556 -0.598
```

<ii>
Entry from the OMol25 dataset: a structure of composition C20H21IrN6O2 (wB97M-V/def2-TZVPD).

Computed properties:
Net charge: +2
Highest occupied orbital energy in eV: -12.461
Orbital gap in Eh: 0.23601

Geometry as XYZ:
```
50
C20H21IrN6O2 (wB97M-V/def2-TZVPD)
Ir 0.119 0.118 -0.043
C 3.448 2.857 0.505
C 2.736 1.657 0.411
N 1.425 1.602 0.531
C 0.710 2.753 0.760
C 1.351 3.999 0.850
C 2.756 4.020 0.710
C 0.568 5.158 1.058
C -0.785 5.032 1.151
C -1.435 3.782 1.060
C -0.712 2.624 0.889
N -1.181 1.320 0.766
C -2.477 0.823 0.787
C -3.604 1.430 1.298
C -4.865 0.805 1.205
C -5.031 -0.425 0.640
C -3.894 -1.118 0.170
C -3.939 -2.429 -0.358
C -2.790 -3.064 -0.740
C -1.571 -2.386 -0.620
N -1.494 -1.158 -0.147
C -2.634 -0.496 0.248
H 4.523 2.848 0.399
H 3.257 0.719 0.259
H 3.277 4.968 0.766
H 1.051 6.123 1.129
H -1.398 5.912 1.300
H -2.509 3.774 1.117
H -3.546 2.372 1.816
H -5.721 1.331 1.606
H -6.006 -0.888 0.573
H -4.897 -2.928 -0.441
H -2.803 -4.071 -1.130
H -0.640 -2.854 -0.918
N 0.790 -0.355 2.837
N 0.741 -1.051 1.576
H 1.055 -1.003 3.572
H -0.140 0.002 3.027
H 0.199 -1.915 1.643
H 1.703 -1.317 1.371
N 0.113 -0.102 -5.106
C -0.047 1.038 -4.143
C 0.062 0.445 -2.743
O -0.092 1.253 -1.780
O 0.313 -0.765 -2.637
H -0.736 -0.291 -5.638
H 0.320 -0.925 -4.499
H 0.878 0.036 -5.766
H -1.011 1.518 -4.286
H 0.740 1.770 -4.306
```

Q: Which of them is the least stable? A: <ii>.